DFT (ωB97M-V with the def2-TZVPD basis set) results for a 8-piece molecular cluster, C24H53NO9 overall in a non-equilibrium geometry.

```
87
Properties=species:S:1:pos:R:3:lowdin_charge:R:1
C -5.94736 -7.31113 35.36382 0.021
C -5.14639 -6.24758 34.62568 -0.320
O -4.96003 -5.10833 35.13920 0.092
N -4.40962 -6.74809 33.47168 0.119
H -3.88189 -5.93848 32.94461 0.204
H -3.79424 -7.37385 33.79766 0.007
C -5.33920 -7.58232 32.54699 0.086
H -5.99839 -7.01691 36.41776 0.096
H -5.69561 -8.33559 35.41791 0.076
H -6.82929 -7.68750 34.92037 0.047
H -4.74855 -7.73151 31.77884 0.038
H -6.14732 -7.04278 32.25670 0.057
H -5.55004 -8.45118 33.13693 0.097
O -2.49989 -8.25498 34.43181 -0.268
H -1.73674 -8.02010 34.74230 -0.159
C 1.21270 -8.72973 33.66642 -0.049
C 0.89061 -7.31975 33.74528 -0.604
C 1.88700 -6.40118 33.05698 -0.051
O -0.22242 -7.10912 33.06223 -0.042
H 1.09201 -9.20863 32.69105 0.101
H 0.38024 -9.18990 34.20199 0.076
H 1.98503 -8.90458 34.16353 0.009
H 0.76796 -7.11460 34.89231 0.171
H 1.75726 -5.29802 33.05923 0.079
H 2.00893 -6.67930 31.89673 0.134
H 2.75712 -6.58581 33.63121 0.049
H -0.99583 -7.54631 33.42851 0.038
C -0.88541 -8.92218 37.24303 -0.073
C -2.15693 -9.72410 37.48703 -0.488
C -2.40520 -10.06731 38.94848 -0.043
O -3.27171 -9.04207 36.99871 -0.039
H -0.07536 -9.34799 37.69033 0.018
H -0.64044 -7.93974 37.80682 0.119
H -0.49142 -8.95010 36.13888 0.087
H -1.99101 -10.66587 36.81449 0.167
H -2.40987 -9.13974 39.53901 0.096
H -1.59162 -10.69152 39.29899 0.078
H -3.13884 -10.71559 39.14924 0.026
H -3.19887 -8.89057 36.11497 -0.031
C -8.24001 -10.34952 34.22842 -0.040
C -9.12770 -9.25268 33.77499 -0.497
C -9.84478 -8.44924 34.97957 -0.045
O -8.58445 -8.39041 32.78070 -0.059
H -8.03083 -10.71446 33.21796 0.084
H -8.74877 -11.19237 34.82159 0.126
H -7.25799 -9.99188 34.52367 0.066
H -10.04484 -9.48625 33.37471 0.092
H -10.03990 -9.12191 35.94035 0.125
H -10.67502 -7.87564 34.74113 0.029
H -9.20871 -7.61421 35.27252 0.048
H -9.07348 -7.53457 32.78274 0.111
C -1.03883 -11.19880 31.82085 -0.081
C -1.88549 -10.03708 31.61083 -0.526
C -2.48461 -9.95607 30.27900 -0.041
O -2.95948 -10.09374 32.60854 -0.053
H 0.01239 -11.21582 31.02543 0.157
H -1.60584 -12.16499 31.58280 0.106
H -0.38984 -11.05273 32.69120 0.050
H -1.29694 -9.17544 31.77556 0.108
H -2.78186 -10.88368 29.91338 0.064
H -1.89419 -9.59418 29.63960 0.003
H -3.49873 -9.38268 30.42950 0.124
H -2.76105 -9.53727 33.29879 -0.050
C -5.95056 -3.89889 31.40967 -0.092
C -4.50609 -3.54742 31.15938 -0.455
C -4.08637 -2.56357 32.48688 -0.042
O -3.61457 -4.60652 31.32496 -0.076
H -6.15597 -4.36272 32.37665 0.052
H -6.07350 -4.66797 30.51329 0.110
H -6.83368 -3.12541 31.21998 0.123
H -4.38104 -2.94921 30.26746 0.129
H -2.98797 -2.34924 32.57439 0.073
H -4.22669 -2.94478 33.50574 0.046
H -4.68916 -1.64638 32.39777 0.060
H -3.16816 -4.72729 30.44720 0.134
C -7.93244 -5.73835 41.43655 0.062
C -7.70872 -6.11542 39.95951 0.104
C -7.94772 -7.49724 39.50587 -0.460
O -7.61982 -7.86751 38.38920 0.088
C -8.57865 -8.39704 40.44055 0.023
C -8.93624 -8.04269 41.78659 0.063
C -8.65303 -6.64442 42.23613 -0.430
O -9.10440 -6.33370 43.36752 0.069
H -7.75666 -4.62084 41.65182 0.141
H -7.19082 -5.47890 39.23777 0.109
H -8.70131 -9.53307 40.08212 0.162
H -9.23453 -8.81262 42.40849 0.084
```

LUMO energy = -0.0857 hartree
Multiplicity = 1

---

DFT (ωB97M-V with the def2-TZVPD basis set) results for C24H54AsBrN2O4PdSSi3 as an isolated structure in a non-equilibrium geometry.

```
91
Properties=species:S:1:pos:R:3:mulliken_spin:R:1
Pd 0.21879 -0.30033 0.92549 1.524
N -0.76064 -2.18860 1.84724 0.148
C -1.07917 -3.16381 0.77993 -0.003
C -0.73563 -2.60565 -0.59280 0.025
O -1.44891 -2.82178 -1.54792 0.033
O 0.40339 -1.94123 -0.60595 0.170
H -0.16247 -2.60708 2.54479 -0.013
H -1.59493 -1.87087 2.32140 -0.009
H -2.11584 -3.47679 0.78772 0.000
H -0.45396 -4.04406 0.91279 0.001
C 5.00678 1.76902 -0.28316 0.071
Si 4.78466 0.81513 -1.84289 0.173
C 4.09876 1.63958 -3.35197 0.080
C 6.25566 -0.19535 -2.26368 0.052
As 2.38533 -0.38869 -1.01386 0.760
Si 2.00019 -1.91340 -3.07977 0.181
C 1.55483 -3.67908 -2.83880 0.027
C 3.66468 -1.83068 -3.89007 0.069
C 0.68239 -0.90254 -3.87049 0.030
Si 3.28591 -1.75691 0.76875 -0.027
C 2.87868 -1.00341 2.44113 0.056
C 2.73622 -3.53971 0.71478 0.016
C 5.13647 -1.77447 0.56091 0.029
H 5.34364 2.78402 -0.53387 0.008
H 5.77505 1.29583 0.33255 0.001
H 4.08224 1.83567 0.28956 0.005
H 4.18961 2.72727 -3.26468 0.005
H 3.04774 1.40428 -3.51707 -0.014
H 4.67324 1.31772 -4.22489 0.000
H 7.01923 0.53921 -2.56521 0.013
H 6.09395 -0.87005 -3.10459 -0.006
H 6.65187 -0.76038 -1.42004 -0.003
H 2.29230 -4.22616 -2.24639 0.001
H 1.53858 -4.12400 -3.84340 0.006
H 0.56498 -3.79579 -2.40056 -0.007
H 4.44861 -2.18411 -3.21401 0.001
H 3.91180 -0.82495 -4.24158 -0.006
H 3.65193 -2.50010 -4.76063 0.002
H -0.24220 -1.00283 -3.29356 -0.002
H 0.50178 -1.28466 -4.88279 0.005
H 0.95158 0.15425 -3.94343 -0.004
H 1.85957 -0.61891 2.55272 -0.020
H 3.54768 -0.16871 2.66586 0.004
H 3.00541 -1.77291 3.20810 -0.001
H 2.22179 -3.80865 1.64259 0.001
H 3.62133 -4.17932 0.62949 0.001
H 2.07207 -3.75804 -0.11969 -0.005
H 5.59830 -0.78847 0.66011 -0.004
H 5.41738 -2.20216 -0.40752 0.005
H 5.56121 -2.41853 1.34192 0.002
Br -2.49024 3.80699 5.67513 0.000
C -1.70504 2.58472 4.50407 -0.002
C -2.49312 1.84188 3.63878 0.005
C -1.87090 0.95823 2.78012 -0.025
N -0.53977 0.78422 2.75808 0.117
C 0.20515 1.50329 3.60459 -0.009
C -0.33114 2.41232 4.49170 0.006
H -3.57102 1.94911 3.63106 0.001
H -2.44664 0.39183 2.06244 0.008
H 1.27600 1.34101 3.57005 0.002
H 0.31022 2.97225 5.15911 0.001
C -4.74342 -0.68546 0.15908 0.001
C -4.02387 -1.03060 -1.13466 0.004
S -2.53543 -0.05659 -1.41795 0.005
O -1.83011 0.01677 -0.04338 0.087
C -3.27832 1.58303 -1.62673 0.005
C -2.43389 2.42070 -2.58506 0.001
H -5.63181 -1.31154 0.24901 0.000
H -5.06741 0.35741 0.19190 0.000
H -4.10856 -0.88014 1.02563 -0.001
H -4.63839 -0.84578 -2.02180 0.002
H -3.68982 -2.06704 -1.16542 0.000
H -3.33580 2.01669 -0.62728 -0.001
H -4.28699 1.43889 -2.02117 0.002
H -1.40211 2.50497 -2.23905 0.001
H -2.84533 3.42660 -2.66577 0.000
H -2.42539 1.98093 -3.58347 0.000
C 1.46150 2.99083 -1.27924 0.012
C 1.22148 2.66856 0.19168 -0.074
C -0.25258 2.92374 0.52759 -0.006
C 2.07436 3.57843 1.07139 0.032
O 1.61584 1.30281 0.48517 0.451
H 1.13524 4.00589 -1.51147 -0.002
H 0.90313 2.29023 -1.91053 0.016
H 2.52532 2.91193 -1.51214 -0.010
H -0.60685 3.82465 0.02192 -0.007
H -0.39215 3.06772 1.60141 -0.002
H -0.86481 2.08873 0.20651 0.004
H 1.74089 4.61435 0.96546 0.001
H 3.12899 3.52867 0.79977 0.000
H 1.97206 3.28834 2.11896 -0.003
```

LUMO energy (spin up / spin down) = -0.1786 / -0.3074 hartree
Charge = +2
Multiplicity = 5
<S²> = 6.01

---

DFT (ωB97M-V with the def2-TZVPD basis set) results for a 10-piece molecular cluster, C24H54BF4N5O4 overall in a non-equilibrium geometry.

```
92
Properties=species:S:1:pos:R:3:lowdin_charge:R:1
C 0.86220 -5.22827 -1.01083 -0.105
C 1.18920 -3.96427 -0.29783 -0.273
C 0.95620 -4.21527 1.19217 -0.144
N 1.34120 -3.12327 2.06217 -0.270
C 0.64720 -1.93927 1.63417 0.002
C 2.82620 -2.84627 2.11217 -0.086
C 3.20820 -2.14227 3.49417 -0.130
C 2.06220 -2.42627 4.41817 -0.170
C 1.07420 -3.37027 3.54917 -0.059
H -0.14080 -5.72827 -0.81783 0.104
H 1.65720 -5.93127 -0.82183 0.064
H 0.95420 -4.82327 -2.18783 0.148
H 0.37820 -3.37227 -0.55383 0.055
H 2.09520 -3.59527 -0.60983 0.083
H 1.62220 -5.14527 1.35317 0.167
H -0.06780 -4.44927 1.23017 0.101
H -0.35480 -2.06227 1.54317 0.056
H 0.91820 -1.68327 0.57517 0.110
H 0.97020 -1.09527 2.32017 0.150
H 3.31320 -2.38427 1.19917 0.143
H 3.33320 -3.83627 1.88117 0.143
H 3.27920 -1.05727 3.39317 0.122
H 4.07320 -2.73027 3.73517 0.108
H 1.37520 -1.58027 4.77117 0.113
H 2.19420 -2.69027 5.55817 0.152
H 0.07820 -3.31527 3.90617 0.107
H 1.52020 -4.38227 3.85017 0.152
B -0.63980 0.99773 -0.44583 -1.442
F -0.38680 1.03873 0.85617 0.222
F -1.73180 1.70473 -0.91183 0.145
F 0.43720 1.64373 -1.07383 0.087
F -0.67380 -0.25527 -0.98983 0.153
C -2.08180 -3.26227 -2.00783 -0.034
C -2.37680 -3.63427 -0.58283 -0.238
N -2.53380 -3.86127 0.53017 0.153
H -2.35180 -2.23827 -2.20583 0.079
H -1.16280 -3.66727 -2.33983 0.042
H -2.77880 -3.78927 -2.68283 0.092
C -0.02380 4.59173 -0.26683 -0.058
C -1.18980 5.42073 -0.05783 -0.256
N -2.20880 6.07573 0.13117 0.106
H -0.03180 3.59673 0.02717 0.028
H 0.14420 4.62173 -1.36183 0.103
H 0.63920 5.25873 0.27317 0.093
C -3.33380 -0.46327 1.53417 -0.030
C -2.78980 -0.99627 2.87017 -0.271
N -2.25980 -1.36927 3.78717 0.129
H -4.13780 -1.17827 1.19117 0.089
H -3.70680 0.56473 1.44917 0.089
H -2.51380 -0.82527 0.87517 0.050
C -1.61780 2.33073 -3.98683 -0.017
C -1.95780 3.55073 -4.94783 -0.236
N -2.11780 4.38873 -5.73183 0.090
H -0.33580 2.37773 -3.95183 0.163
H -1.82780 2.49373 -3.08283 -0.075
H -1.88480 1.37973 -4.49483 0.082
C -5.05580 4.08473 -2.08583 -0.068
C -5.26080 2.56973 -2.16983 -0.242
O -4.46180 1.94173 -1.08983 -0.123
H -4.13080 4.35073 -2.36983 0.025
H -5.51580 4.58173 -1.24883 0.082
H -5.60980 4.58873 -2.79883 0.045
H -4.74380 2.15573 -2.98283 0.062
H -6.33580 2.17673 -2.41183 0.139
H -3.56780 1.70273 -1.36083 0.030
C 4.42820 2.71773 -3.06183 -0.057
C 3.38420 3.01173 -1.88783 -0.308
O 2.14820 2.98573 -2.51383 -0.113
H 4.46720 1.60773 -3.44283 0.088
H 5.46120 2.71073 -2.72583 0.053
H 4.37220 3.34873 -3.84883 0.020
H 3.56520 4.02973 -1.55783 0.090
H 3.36820 2.47473 -0.86983 0.132
H 1.62620 2.45473 -1.87183 0.034
C -1.61280 2.28373 5.23717 -0.056
C -0.70380 1.68073 4.11617 -0.296
O 0.03620 2.69573 3.45217 -0.099
H -1.28480 2.98773 5.97217 0.068
H -1.89180 1.47373 5.73217 0.005
H -2.43780 2.78773 4.70017 0.087
H -1.01880 0.81473 3.41417 0.096
H 0.16720 1.20673 4.63117 0.094
H 0.00720 2.68373 2.50117 0.043
C 3.50920 -1.77327 -2.58483 -0.135
C 2.41620 -0.82827 -2.16983 -0.292
O 2.83020 -0.29327 -0.87183 -0.147
H 4.52820 -1.32827 -2.84283 0.099
H 3.12720 -2.37527 -3.36183 0.056
H 3.89720 -2.27127 -1.65483 0.068
H 1.33320 -1.08927 -2.04183 0.113
H 2.84720 -0.01427 -3.00183 0.151
H 2.18220 0.48573 -0.80883 0.075
```

LUMO energy = -0.0076 hartree
Multiplicity = 1

---

Number 1: total energy -1677.67847 Eh. Number 2: total energy -7561.14323 Eh. Number 3: total energy -1945.72062 Eh.